# 1
Molecular formula: C18H21NO4S
Method: DFT, ωB97M-V/def2-TZVPD

Positions of all 45 atoms, in Å:
C 0.930 3.670 -2.841
H 1.441 2.753 -2.562
H 0.766 3.673 -3.917
H 1.589 4.502 -2.599
C -0.394 3.822 -2.081
C -0.898 5.254 -2.315
H -1.026 5.449 -3.378
H -1.849 5.427 -1.818
H -0.181 5.971 -1.922
C -0.104 3.659 -0.588
H -0.972 3.915 0.011
H 0.203 2.645 -0.351
H 0.704 4.331 -0.304
C -1.452 2.835 -2.650
C -2.755 2.696 -1.842
H -3.488 2.250 -2.519
C -2.691 1.830 -0.572
C -1.598 0.813 -0.598
C -0.797 0.649 -1.679
S 0.470 -0.525 -1.426
C -0.097 -0.793 0.172
C -1.210 -0.028 0.494
C -1.821 -0.144 1.800
O -1.413 -0.881 2.685
O -2.902 0.626 1.996
H -3.243 0.472 2.892
N 0.535 -1.668 1.008
C 1.665 -2.327 0.622
O 2.128 -2.200 -0.500
C 2.263 -3.166 1.656
C 3.405 -3.929 1.619
C 3.524 -4.516 2.895
C 2.452 -4.072 3.612
O 1.687 -3.259 2.878
H 2.140 -4.259 4.621
H 4.296 -5.175 3.233
H 4.060 -4.038 0.779
H 0.125 -1.751 1.941
C -0.946 1.412 -2.943
H -1.693 0.916 -3.574
H -0.012 1.415 -3.502
H -2.554 2.451 0.315
H -3.649 1.322 -0.439
H -3.133 3.683 -1.574
H -1.738 3.264 -3.619

HOMO ... -7.83 eV
Gap between HOMO and LUMO ... 8.07 eV
SMILES ... CC(C)(C)[C@@H]1CCc2c(sc(NC(=O)c3ccco3)c2C(=O)O)C1
Relative energy (zero: lowest compared OMol25 entry of this formula, charge and spin) ... 0.000 eV
Total energy ... -39523.34844 eV

Löwdin atomic charge list, values in e, 5 entries: -0.0550, 0.0798, 0.0892, 0.0842, -0.5500

# 2
Molecular formula: C5H9NO
Method: DFT, ωB97M-V/def2-TZVPD

Positions of all 16 atoms, in Å:
C 1.074 -1.002 1.058
C 0.345 -0.015 0.213
C -1.675 -0.354 0.426
C 1.083 1.168 -0.361
O 0.214 1.586 -1.426
C -0.540 0.478 -1.741
N -0.491 -0.450 -0.829
H 0.464 -1.878 1.303
H 1.406 -0.536 1.994
H 1.973 -1.363 0.529
H -1.951 0.686 0.591
H -2.456 -0.888 -0.125
H -1.490 -0.875 1.364
H 1.247 2.007 0.322
H 2.065 0.849 -0.784
H -1.269 0.587 -2.533

HOMO (spin up / spin down) ... -6.57 / -6.44 eV
Gap between HOMO and LUMO (spin up / spin down) ... 7.23 / 7.14 eV
Relative energy (zero: lowest compared OMol25 entry of this formula, charge and spin) ... 5.615 eV
Total energy ... -8863.59800 eV

Löwdin atomic charge list, values in e, 5 entries: -0.0563, -0.3735, 0.0299, -0.1280, -0.0634

# 3
Molecular formula: C6H7N2O
Method: DFT, ωB97M-V/def2-TZVPD

Positions of all 16 atoms, in Å:
C -1.497 1.100 -1.233
C -0.823 1.330 0.895
C -0.482 0.190 -1.053
C 0.090 -0.876 -1.811
C 0.844 -1.810 -0.764
C 1.004 -0.491 0.680
N -1.712 1.721 -0.027
N -0.132 0.313 0.271
O -0.039 -1.082 -2.995
H -1.932 1.508 -2.133
H -0.733 1.539 2.018
H 0.267 -2.660 -0.456
H 1.808 -2.166 -1.187
H 0.947 -1.177 1.626
H 1.828 0.199 0.764
H -2.351 2.571 -0.044

HOMO ... -14.12 eV
Gap between HOMO and LUMO ... 9.82 eV
Relative energy (zero: lowest compared OMol25 entry of this formula, charge and spin) ... 0.562 eV
Net charge ... +1
Total energy ... -11354.45785 eV

Löwdin atomic charge list, values in e, 5 entries: 0.0629, 0.0305, -0.1287, -0.3367, 0.1059

# 4
Molecular formula: C12H18N2
Method: DFT, ωB97M-V/def2-TZVPD

Positions of all 32 atoms, in Å:
C -2.242 -1.525 -0.070
C -0.841 -1.665 -0.021
C -2.048 0.846 -0.325
C -2.860 -0.255 -0.105
C -0.594 0.791 -0.032
C -0.056 -0.580 0.023
C 2.148 0.418 -0.536
C -4.373 -0.147 0.005
C 3.487 0.632 -0.050
C -0.188 3.191 0.007
C 1.901 -1.584 -1.117
C 1.942 -1.261 1.344
N 0.117 1.834 0.148
N 1.458 -0.698 0.036
H -2.843 -2.465 -0.244
H -0.439 -2.624 -0.214
H -2.518 1.843 -0.128
H -4.714 0.278 0.956
H -4.819 0.757 -0.660
H -4.811 -1.067 -0.248
H 4.047 1.108 -0.796
H 4.036 -0.249 0.182
H 3.281 1.208 0.793
H -0.239 3.615 1.098
H -1.183 3.486 -0.427
H 0.605 3.521 -0.621
H 2.398 -0.918 -1.853
H 2.511 -2.417 -0.775
H 0.960 -2.077 -1.404
H 1.414 -2.147 1.385
H 2.979 -1.372 1.632
H 1.483 -0.477 2.015

HOMO ... -16.32 eV
Gap between HOMO and LUMO ... 5.76 eV
Relative energy (zero: lowest compared OMol25 entry of this formula, charge and spin) ... 7.468 eV
Net charge ... +2
Total energy ... -15691.49106 eV

Löwdin atomic charge list, values in e, 5 entries: 0.1227, 0.0249, 0.1500, -0.2065, -0.1874

# 5
Molecular formula: C2H8NS
Method: DFT, ωB97M-V/def2-TZVPD

Positions of all 12 atoms, in Å:
S 1.276 2.858 -0.941
H 1.160 2.678 0.382
C 0.092 -1.597 0.352
C -0.512 -0.476 -0.464
N -0.879 0.668 0.405
H 1.050 -1.259 0.765
H 0.353 -2.476 -0.226
H -0.512 -1.831 1.236
H -1.416 -0.803 -0.978
H 0.216 -0.123 -1.195
H -0.808 1.465 -0.245
H -0.019 0.896 0.910

HOMO ... -2.80 eV
Gap between HOMO and LUMO ... 6.81 eV
Relative energy (zero: lowest compared OMol25 entry of this formula, charge and spin) ... 0.116 eV
Net charge ... -1
Total energy ... -14529.97723 eV

Löwdin atomic charge list, values in e, 5 entries: -0.2705, -0.4670, -0.1388, -0.3826, -0.0625

# 6
Molecular formula: C17H28F5K2MgN2O11S2
Method: DFT, ωB97M-V/def2-TZVPD

Positions of all 68 atoms, in Å:
C -0.395 1.204 2.877
C 0.296 0.031 2.160
C 0.510 0.430 0.675
F -0.166 1.593 0.374
N 0.256 -0.637 -0.304
C 0.596 -0.096 -1.628
C -0.272 0.601 -2.444
C 0.088 1.105 -3.670
C 1.400 0.926 -4.071
C 2.293 0.263 -3.274
C 1.897 -0.264 -2.066
S -1.303 -1.199 -0.214
O -1.700 -1.849 -1.395
O -2.260 -0.228 0.185
F -1.411 -2.420 0.956
H -0.490 1.027 3.979
H -1.405 1.431 2.475
H 0.259 2.108 2.713
H -0.200 -0.933 2.303
H 1.290 -0.072 2.615
H 1.567 0.690 0.560
H -1.299 0.731 -2.096
H -0.653 1.617 -4.273
H 1.726 1.339 -5.035
H 3.337 0.146 -3.577
H 2.607 -0.784 -1.420
K -0.610 3.325 4.478
C 5.105 2.256 -7.771
F 5.139 0.945 -8.102
F 6.364 2.615 -7.483
F 4.751 2.925 -8.873
S 3.956 2.581 -6.367
O 4.487 1.774 -5.272
O 2.658 2.134 -6.841
O 4.045 3.999 -6.147
C -5.431 0.252 1.611
O -6.164 0.985 2.412
H -5.958 -0.154 0.709
H -4.578 0.777 1.115
H -4.959 -0.654 2.050
C -2.135 -0.490 6.763
O -1.796 0.661 6.537
N -3.131 -1.126 6.128
C -3.496 -2.493 6.445
C -3.874 -0.414 5.090
H -1.642 -1.103 7.534
H -3.385 -3.118 5.552
H -4.535 -2.525 6.776
H -2.860 -2.887 7.234
H -3.186 -0.105 4.297
H -4.336 0.481 5.514
H -4.646 -1.056 4.674
C 5.130 -3.356 -5.815
C 4.363 -2.675 -4.694
O 4.915 -1.403 -4.427
H 6.177 -3.447 -5.540
H 4.726 -4.350 -6.028
H 5.097 -2.763 -6.730
H 4.420 -3.260 -3.774
H 3.309 -2.565 -4.968
H 4.854 -0.876 -5.239
K -2.060 -3.678 2.323
Mg 7.476 -4.421 -5.264
C -5.204 3.456 6.939
O -5.467 2.293 6.519
O -4.097 3.483 7.783
O -5.767 4.513 6.689
H -3.963 2.520 7.712

HOMO ... -8.77 eV
Gap between HOMO and LUMO ... 0.85 eV
Net charge ... +1
Total energy ... -116920.76585 eV

Löwdin atomic charge list, values in e, 5 entries: -0.1912, -0.1365, -0.3362, 0.0299, -0.0769

# 7
Molecular formula: C11H23F5NO3OsP2Te
Method: DFT, ωB97M-V/def2-TZVPD

Positions of all 47 atoms, in Å:
Os -0.317 0.071 0.844
P -0.950 -1.946 -0.082
C -0.607 -1.572 -1.856
C -0.988 -0.161 -2.160
N -0.702 0.736 -1.182
C -0.847 2.061 -1.423
C -1.436 2.508 -2.603
C -1.851 1.590 -3.563
C -1.586 0.246 -3.350
C -0.338 3.019 -0.377
P 0.819 2.087 0.729
H -1.822 -0.533 -4.072
H -1.548 3.584 -2.705
H -2.367 1.934 -4.463
H 0.195 3.855 -0.840
H -1.164 3.431 0.216
H 0.551 -1.710 -1.993
H -1.138 -2.298 -2.475
H 2.598 -1.266 -1.104
O 2.071 -1.735 -1.900
H 2.586 -1.660 -2.717
H 2.348 -0.779 0.715
O 3.148 -0.643 0.053
H 3.933 -1.036 0.469
C 2.410 2.331 -0.111
H 2.577 3.407 -0.262
H 3.205 1.911 0.516
H 2.410 1.820 -1.082
C 0.929 2.927 2.311
H 1.608 2.337 2.941
H 1.326 3.938 2.162
H -0.066 2.956 2.771
C -2.726 -2.214 0.134
H -3.059 -2.939 -0.618
H -2.887 -2.607 1.148
H -3.261 -1.261 0.012
C -0.153 -3.532 0.223
H -0.207 -3.749 1.298
H -0.686 -4.307 -0.343
H 0.889 -3.479 -0.115
F 0.903 -2.290 4.539
Te -0.507 -1.178 3.931
F -1.998 0.961 1.220
F -1.322 -2.931 3.428
F -1.566 -1.282 5.514
F 0.532 0.295 4.754
O 1.063 -0.900 1.466

HOMO (spin up / spin down) ... -19.88 / -20.33 eV
Gap between HOMO and LUMO (spin up / spin down) ... 7.64 / 5.00 eV
Multiplicity ... 5
Net charge ... +3
Total energy ... -61307.20527 eV
Expectation value of S² ... 6.035

Löwdin atomic charge list, values in e, 5 entries: 1.3172, 0.8006, -0.1827, -0.2284, -0.0377

# 8
Molecular formula: C3HN3O
Method: DFT, ωB97M-V/def2-TZVPD

Positions of all 8 atoms, in Å:
C 2.366 0.097 -0.154
C 1.183 -0.180 0.184
C -0.263 -0.015 -0.002
H 3.372 -0.053 -0.019
N -1.152 -1.053 0.017
N -2.349 -0.609 -0.041
N -0.916 1.171 0.055
O -2.241 0.642 -0.041

HOMO ... -10.96 eV
Gap between HOMO and LUMO ... 10.34 eV
SMILES ... C#Cc1nnon1
Relative energy (zero: lowest compared OMol25 entry of this formula, charge and spin) ... 3.872 eV
Total energy ... -9638.94610 eV

Löwdin atomic charge list, values in e, 5 entries: 0.1630, -0.0089, -0.3662, 0.0070, 0.0627

# 9
Molecular formula: C6H33N2O11
Method: DFT, ωB97M-V/def2-TZVPD

Positions of all 52 atoms, in Å:
C -1.223 -2.627 1.487
C -0.565 -1.822 2.598
C 0.939 -1.600 2.387
C 1.265 -0.776 1.194
C 0.527 0.132 0.504
N 1.315 0.638 -0.498
C 2.480 0.034 -0.454
N 2.488 -0.802 0.575
H -2.267 -2.833 1.721
H -1.197 -2.102 0.535
H -0.740 -3.587 1.376
H -0.694 -2.344 3.546
H -1.052 -0.846 2.715
H 1.442 -2.561 2.313
H 1.359 -1.155 3.297
H -0.511 0.421 0.606
H 0.965 1.304 -1.257
H 3.287 0.226 -1.135
H 3.258 -1.471 0.786
H -4.336 3.061 -4.136
H -4.959 3.927 -3.022
O -4.343 3.193 -3.184
H -0.589 -1.357 -1.773
H 0.304 -1.778 -2.994
O 0.238 -1.812 -2.036
H -2.146 0.517 -1.486
H -2.909 -0.778 -1.042
O -2.095 -0.464 -1.444
H -0.140 4.737 -0.594
H 0.601 5.545 -1.703
O 0.646 4.739 -1.185
H 3.873 -3.494 1.081
H 4.950 -2.731 1.925
O 4.381 -2.655 1.145
H -2.158 2.986 -0.887
H -2.984 2.604 -2.188
O -2.241 2.318 -1.617
H -2.399 5.046 0.604
H -1.418 3.988 1.177
O -1.743 4.396 0.337
H 2.417 -5.538 1.470
H 2.046 -4.583 0.274
O 2.718 -4.775 0.968
H 0.245 -4.872 -1.405
H 0.690 -3.374 -1.306
O 0.911 -4.286 -1.019
H 0.124 2.753 2.445
H -0.613 3.671 3.452
O -0.724 3.190 2.623
H 0.666 3.152 -2.061
H -0.532 2.193 -2.329
O 0.444 2.250 -2.382

HOMO ... -12.13 eV
Gap between HOMO and LUMO ... 9.85 eV
Relative energy (zero: lowest compared OMol25 entry of this formula, charge and spin) ... 0.000 eV
Net charge ... +1
Total energy ... -32258.40189 eV

Löwdin atomic charge list, values in e, 5 entries: -0.0885, -0.2372, -0.1299, -0.2146, -0.0386

# 10
Molecular formula: C6H9NO3
Method: DFT, ωB97M-V/def2-TZVPD

Positions of all 19 atoms, in Å:
N 1.322 1.756 -0.545
C 1.215 0.787 0.340
C 0.753 -0.602 -0.032
C -0.676 -0.727 -0.521
C -1.671 -0.305 0.534
C -2.340 0.997 0.514
O -3.022 -0.187 0.116
C 1.760 -1.597 -0.433
O 1.190 -1.608 0.863
H -0.826 -0.141 -1.438
H -0.853 -1.781 -0.774
H -1.545 -0.797 1.504
H -2.684 1.441 1.453
H -2.119 1.701 -0.294
H 1.455 -2.414 -1.093
H 2.811 -1.300 -0.488
O 2.227 0.947 1.131
H 0.532 1.809 -1.180
H 2.470 2.020 0.343

HOMO ... -9.96 eV
Gap between HOMO and LUMO ... 10.51 eV
Relative energy (zero: lowest compared OMol25 entry of this formula, charge and spin) ... 4.774 eV
Total energy ... -13995.83376 eV

Löwdin atomic charge list, values in e, 5 entries: 0.1005, -0.4376, -0.3825, -0.0601, -0.2958

# 11
Molecular formula: C4H10F2N
Method: DFT, ωB97M-V/def2-TZVPD

Positions of all 17 atoms, in Å:
C -0.044 0.091 -1.544
C -0.634 -1.372 0.395
C -0.813 1.113 0.626
C 1.318 -0.048 0.553
N -0.060 -0.053 -0.048
F 2.139 -0.767 -0.164
F 2.044 1.637 0.261
H 0.671 0.882 -1.911
H 0.208 -0.787 -1.992
H -1.078 0.365 -1.695
H -0.866 -1.439 1.528
H -1.675 -1.455 -0.182
H 0.161 -2.054 0.129
H -0.560 2.037 0.083
H -1.921 0.902 0.748
H -0.275 1.057 1.628
H 1.387 -0.110 1.585

HOMO ... -17.13 eV
Gap between HOMO and LUMO ... 12.40 eV
Relative energy (zero: lowest compared OMol25 entry of this formula, charge and spin) ... 1.680 eV
Net charge ... +1
Total energy ... -11225.21676 eV

Löwdin atomic charge list, values in e, 5 entries: 0.0493, 0.0257, 0.0477, -0.0781, -0.3441

# 12
Molecular formula: C15H42B3MgO7S3
Method: DFT, ωB97M-V/def2-TZVPD

Positions of all 71 atoms, in Å:
Mg 6.646 16.279 -9.409
B 5.096 16.849 -11.040
H 4.588 17.432 -10.095
H 4.829 15.687 -11.069
H 4.816 17.422 -12.071
H 6.241 17.115 -10.913
B 6.629 17.506 -7.700
H 5.465 17.217 -7.587
H 6.765 17.986 -8.757
H 6.919 18.360 -6.898
H 7.346 16.566 -7.676
B 7.433 14.083 -10.459
H 7.442 14.608 -9.393
H 7.173 14.940 -11.267
H 8.530 13.681 -10.796
H 6.611 13.197 -10.483
C 3.840 19.705 -3.814
C 4.535 18.363 -3.754
O 3.987 17.400 -3.263
C 5.946 18.322 -4.287
H 4.351 20.440 -4.439
H 3.844 20.116 -2.801
H 2.817 19.596 -4.171
H 6.418 17.387 -3.977
H 6.518 19.144 -3.858
H 5.934 18.304 -5.379
C 4.448 20.105 -9.362
C 3.453 19.483 -8.405
C 2.970 20.591 -7.461
S 4.329 21.801 -7.408
O 4.941 21.867 -6.103
O 3.910 23.025 -8.055
C 5.431 20.886 -8.521
H 4.005 20.839 -10.048
H 4.910 19.375 -10.024
H 3.891 18.662 -7.841
H 2.643 19.050 -8.994
H 2.871 20.174 -6.461
H 2.072 21.151 -7.711
H 5.963 20.242 -7.814
H 6.147 21.580 -8.953
C 4.863 14.542 -5.238
C 3.378 14.442 -5.538
C 3.269 14.878 -6.999
S 4.609 14.056 -7.832
O 5.227 14.980 -8.732
O 4.154 12.785 -8.323
C 5.596 13.820 -6.345
H 5.198 14.220 -4.252
H 5.177 15.592 -5.270
H 2.686 15.047 -4.953
H 3.035 13.415 -5.362
H 3.586 15.926 -6.954
H 2.321 14.775 -7.512
H 6.624 14.075 -6.608
H 5.646 12.731 -6.257
C 11.343 18.708 -8.826
C 10.475 19.703 -9.615
C 9.854 18.968 -10.792
S 9.720 17.254 -10.242
O 10.563 16.436 -11.052
O 8.322 16.949 -10.100
C 10.448 17.521 -8.615
H 11.628 19.216 -7.902
H 12.289 18.540 -9.343
H 11.021 20.596 -9.913
H 9.635 20.026 -8.994
H 10.471 18.869 -11.686
H 8.869 19.328 -11.075
H 10.821 16.564 -8.260
H 9.549 17.786 -8.047

HOMO ... -5.42 eV
Gap between HOMO and LUMO ... 7.55 eV
Net charge ... -1
Total energy ... -70547.42433 eV

Löwdin atomic charge list, values in e, 5 entries: 0.2894, -0.3738, -0.0193, 0.0013, -0.0090